Density functional theory data (wB97M-V/def2-TZVPD) for a cluster of 9 separate species, C30H81N3O15 in total in a non-equilibrium geometry.

Structure (XYZ):
```
129
Properties=species:S:1:pos:R:3:lowdin_charge:R:1
C 23.99600 6.19400 -16.01400 -0.102
O 25.29200 6.35400 -15.58400 -0.182
C 25.35900 7.46900 -14.75600 -0.208
C 26.81100 7.77000 -14.44400 -0.182
N 26.89800 9.08300 -13.86500 -0.092
C 28.23300 9.39800 -13.48100 -0.143
C 28.78000 8.49300 -12.36100 -0.400
O 29.78400 8.86000 -11.78700 -0.092
C 30.18200 7.96400 -10.79600 -0.073
H 23.54800 7.01900 -16.50800 0.079
H 23.32400 5.93200 -15.22600 0.085
H 23.97300 5.43400 -16.86100 0.123
H 24.71700 7.39600 -13.89700 0.124
H 24.96700 8.35200 -15.24900 0.107
H 27.39200 7.71400 -15.37900 0.122
H 27.14500 6.97700 -13.73700 0.135
H 26.26400 9.07100 -13.04300 0.128
H 28.32800 10.45600 -13.22200 0.120
H 28.82300 9.23600 -14.34600 0.121
H 29.00200 7.57700 -12.81600 0.107
H 28.01900 8.39800 -11.57800 0.131
H 29.55900 7.94500 -9.95300 0.075
H 31.18200 8.27400 -10.39500 0.117
H 30.37500 6.93700 -10.99200 0.085
C 27.15300 10.74900 -9.64900 -0.100
O 26.57700 11.98900 -10.03600 -0.154
C 26.70700 12.21300 -11.43700 -0.186
C 25.52500 11.61300 -12.18300 -0.170
N 25.60200 11.70300 -13.64000 -0.042
C 24.33600 11.38500 -14.31200 -0.139
C 23.31300 12.44300 -13.99500 -0.337
O 22.22200 12.55900 -14.62900 -0.128
C 22.35000 13.08300 -15.91500 -0.076
H 26.64700 9.90500 -10.11500 0.071
H 27.14400 10.59100 -8.60100 0.079
H 28.16800 10.68000 -9.98700 0.074
H 27.62800 11.81800 -11.77600 0.092
H 26.68300 13.28300 -11.59900 0.119
H 24.63900 12.12400 -11.84400 0.125
H 25.45000 10.58700 -11.88300 0.094
H 26.20300 10.97100 -13.90800 0.040
H 23.95400 10.43600 -13.98000 0.092
H 24.46600 11.30100 -15.38900 0.102
H 23.68900 13.44200 -13.93900 0.123
H 22.96500 12.14000 -13.07400 0.105
H 21.35000 13.42200 -16.10700 0.095
H 22.68700 12.36400 -16.70800 0.090
H 22.91500 14.01300 -15.93100 0.084
C 21.54800 9.64500 -16.30900 -0.059
O 22.46700 8.98300 -15.42300 -0.227
C 21.87100 8.21000 -14.39300 -0.217
C 21.46700 9.08400 -13.17600 -0.169
N 20.68400 8.15900 -12.33200 -0.077
C 19.88000 8.77700 -11.29300 -0.209
C 18.63800 9.38800 -11.84600 -0.391
O 17.74200 9.85100 -11.10000 -0.131
C 16.81600 10.66200 -11.74800 -0.093
H 22.10600 10.10600 -17.11300 0.062
H 20.97100 10.42800 -15.79200 0.094
H 20.88000 8.94600 -16.79300 0.087
H 22.58400 7.48100 -13.98900 0.085
H 21.08800 7.56600 -14.81200 0.132
H 20.85100 9.85300 -13.58400 0.091
H 22.33000 9.52100 -12.59400 0.130
H 21.28500 7.41700 -11.94900 0.120
H 20.47700 9.46400 -10.66100 0.126
H 19.62800 8.01100 -10.55300 0.122
H 18.14100 8.67400 -12.48700 0.130
H 19.02400 10.20000 -12.54300 0.135
H 16.41000 10.20400 -12.68200 0.106
H 17.23800 11.65600 -11.94800 0.094
H 15.96800 10.93700 -11.09400 0.095
O 25.33900 4.08600 -21.56400 -0.096
C 25.31500 5.43700 -20.97500 -0.208
C 24.10500 5.51900 -20.16300 -0.286
O 24.28400 6.54600 -19.27000 -0.092
H 25.42200 3.48700 -20.77700 0.096
H 26.32800 5.68500 -20.54400 0.135
H 25.21100 6.10900 -21.82400 0.121
H 23.92700 4.65000 -19.51600 0.124
H 23.12900 5.66500 -20.62400 0.122
H 25.03100 6.32900 -18.72000 0.019
O 26.64700 10.62200 -16.41000 -0.062
C 26.79700 10.09900 -17.72100 -0.220
C 25.73800 9.11500 -18.00700 -0.213
O 24.54900 9.89300 -17.98700 -0.070
H 26.67200 9.93000 -15.73900 0.036
H 26.67400 10.93700 -18.41200 0.121
H 27.77100 9.59100 -17.83000 0.121
H 25.75700 8.26900 -17.35500 0.090
H 25.74700 8.76100 -19.04100 0.134
H 24.35000 10.15100 -17.09900 0.047
O 26.50000 5.68500 -17.74600 -0.103
C 27.88000 6.18400 -17.66800 -0.167
C 28.45000 5.33100 -16.59100 -0.256
O 29.75700 5.68900 -16.16700 -0.056
H 26.17500 5.82500 -16.86400 0.004
H 28.36500 6.07300 -18.67700 0.145
H 27.89200 7.25200 -17.42200 0.095
H 28.48900 4.27500 -16.81900 0.124
H 27.83000 5.37500 -15.65500 0.123
H 30.05600 5.28000 -15.37400 0.069
C 23.91800 14.27800 -18.83600 -0.099
C 24.52100 12.95100 -18.70000 -0.345
O 23.45300 12.12000 -19.19900 -0.124
H 24.52200 15.05400 -18.35800 0.071
H 22.89700 14.32700 -18.42100 0.084
H 23.90200 14.47400 -19.91100 0.084
H 24.74000 12.71200 -17.67000 0.073
H 25.46900 12.76900 -19.21800 0.113
H 23.66300 11.12700 -19.10200 0.075
C 26.12100 14.56200 -15.68400 -0.119
C 26.57800 15.01700 -14.43100 -0.375
O 25.82100 14.33100 -13.51100 -0.102
H 26.51700 15.20300 -16.48900 0.087
H 25.02300 14.49700 -15.78200 0.075
H 26.59000 13.58400 -15.94300 0.095
H 26.30000 16.08200 -14.25100 0.128
H 27.64600 14.95800 -14.17700 0.122
H 25.81600 13.40400 -13.68900 -0.016
C 21.91900 8.23100 -21.68200 -0.099
C 22.63300 9.08000 -20.75500 -0.368
O 21.79500 9.33000 -19.66300 -0.067
H 21.05400 8.73900 -22.12400 0.089
H 21.57600 7.35600 -21.11800 0.075
H 22.55600 7.86300 -22.48300 0.081
H 22.98700 10.00200 -21.22700 0.125
H 23.50900 8.59900 -20.35700 0.084
H 21.78300 8.54700 -19.10200 0.078
```

For the HOMO-LUMO gap, the calculation gives 9.056 eV. Its structure (SMILES) is COCCNCCOC.COCCNCCOC.COCCNCCOC.OCCO.OCCO.OCCO.CCO.CCO.CCO. The HOMO energy is -9.015 eV. The calculation puts the calculated total energy at -2484.062925 Ha. The value obtained for the LUMO energy is 0.0 eV.

---

Density functional theory data (wB97M-V/def2-TZVPD) for a cluster of 12 separate species, C30H83BFNO13S11 in total in a non-equilibrium geometry.

Structure (XYZ):
```
140
Properties=species:S:1:pos:R:3:lowdin_charge:R:1
C -0.37072 -2.73001 -5.16256 -0.149
N 0.33030 -2.91463 -3.83310 -0.153
C 0.41236 -4.37433 -3.41778 -0.176
B 1.05836 -4.39768 -1.87231 -0.195
C 2.60671 -3.83774 -1.62616 -0.090
C 2.52693 -2.20993 -1.30089 -0.176
O 1.33188 -1.81012 -0.54467 -0.102
C 0.46602 -0.88670 -1.29037 -0.291
C -1.17648 -1.17600 -1.15967 -0.024
O 0.84579 0.16942 -2.01138 -0.049
C 0.16235 -4.92294 -0.59570 -0.229
C -0.21779 -6.50221 -0.84988 -0.071
F 0.80991 -4.67990 0.73360 -0.126
H -0.84771 -1.63803 -5.14802 0.090
H -1.26396 -3.46914 -5.35227 0.089
H 0.40859 -2.73290 -6.04739 0.085
H 1.30349 -2.51217 -3.83463 0.099
H 1.02955 -5.03043 -4.16449 0.118
H -0.64501 -4.89825 -3.30674 0.093
H 3.18371 -4.42083 -0.78569 0.114
H 3.27726 -3.92170 -2.60837 0.118
H 3.45595 -1.96048 -0.60036 0.127
H 2.68736 -1.65126 -2.31665 0.125
H -1.69823 -0.12982 -1.03727 0.063
H -1.60586 -1.76974 -2.07668 0.096
H -1.31797 -1.79882 -0.15153 0.100
H -0.84234 -4.27846 -0.61566 0.150
H -0.46570 -7.04095 0.17878 0.099
H 0.68366 -7.03669 -1.38726 0.092
H -1.15091 -6.49668 -1.59122 0.078
C 7.62871 -0.48199 1.31223 -0.269
S 6.65828 -1.98431 1.58806 0.814
O 6.09100 -2.40363 0.26444 -0.570
C 5.33043 -1.18117 2.51830 -0.277
H 8.50253 -0.73809 0.70871 0.021
H 7.02681 0.25967 0.78106 0.058
H 7.95830 -0.07932 2.27248 0.057
H 4.87043 -0.39665 1.91264 0.050
H 5.73505 -0.75582 3.43974 0.050
H 4.57810 -1.93313 2.76801 0.051
C -3.60419 -7.16546 -5.03334 -0.266
S -2.12503 -8.03011 -4.45089 0.828
O -1.18088 -6.99596 -3.91353 -0.577
C -1.53009 -8.50887 -6.09113 -0.258
H -4.12324 -6.74337 -4.16974 0.052
H -3.32191 -6.35948 -5.71538 0.057
H -4.26373 -7.87259 -5.54111 0.052
H -1.37572 -7.62003 -6.70761 0.061
H -2.25738 -9.17270 -6.56446 0.056
H -0.58104 -9.03766 -5.97502 0.040
C -5.86802 0.57373 0.82404 -0.292
S -4.51505 0.90075 -0.33238 0.838
O -3.85313 -0.41094 -0.63397 -0.583
C -3.46568 1.77937 0.85101 -0.280
H -6.63501 -0.00737 0.30690 0.049
H -5.49845 0.00410 1.68044 0.039
H -6.29717 1.52012 1.16023 0.044
H -3.24434 1.13528 1.70545 0.064
H -3.97321 2.68697 1.18621 -0.001
H -2.53256 2.05124 0.35185 0.057
C -2.38450 5.49535 3.93294 -0.246
S -3.10204 3.96212 3.29332 0.850
O -4.20836 4.34005 2.35370 -0.579
C -3.86454 3.44809 4.85150 -0.234
H -1.88203 6.01310 3.11267 0.054
H -3.17188 6.13649 4.33723 0.056
H -1.65590 5.25987 4.71176 0.050
H -4.56056 4.21544 5.19883 0.058
H -3.08737 3.27899 5.60056 0.059
H -4.40932 2.51660 4.68023 0.050
C 10.02800 0.32489 -2.17259 -0.270
S 11.33394 -0.22371 -1.04638 0.818
O 10.90272 0.12456 0.34732 -0.573
C 12.55476 1.00843 -1.56118 -0.268
H 9.13978 -0.28718 -1.99990 0.047
H 9.78705 1.37392 -1.98296 0.050
H 10.35961 0.19710 -3.20533 0.040
H 12.15788 2.01504 -1.40910 0.052
H 12.80432 0.85809 -2.61417 0.048
H 13.45464 0.87917 -0.95512 0.048
C 2.43305 2.97199 2.36296 -0.264
S 1.20699 3.54077 3.56631 0.817
O -0.13590 3.05921 3.10328 -0.585
C 1.33014 5.29570 3.14368 -0.269
H 2.49800 1.88302 2.42056 0.048
H 2.13009 3.26359 1.35417 0.062
H 3.40677 3.40512 2.60195 0.051
H 1.09509 5.44374 2.08692 0.063
H 2.34012 5.65328 3.35759 0.054
H 0.61405 5.85054 3.75455 0.033
C -8.21609 7.73497 2.87941 -0.271
S -6.73693 6.87033 3.46186 0.821
O -5.79278 7.90448 3.99922 -0.575
C -6.14199 6.39157 1.82162 -0.264
H -8.73514 8.15707 3.74301 0.041
H -7.93381 8.54096 2.19737 0.058
H -8.87563 7.02784 2.37164 0.052
H -5.98762 7.28041 1.20514 0.061
H -6.86928 5.72773 1.34829 0.062
H -5.19294 5.86278 1.93773 -0.003
C 9.41958 3.39497 -6.15840 -0.268
S 10.96324 3.49335 -5.21913 0.821
O 11.25723 2.12086 -4.69045 -0.569
C 10.28898 4.46894 -3.85270 -0.270
H 9.59325 2.78930 -7.05081 0.052
H 8.64087 2.92805 -5.55007 0.059
H 9.11019 4.39876 -6.45763 0.053
H 9.45689 3.93565 -3.38673 0.054
H 9.95141 5.43821 -4.22719 0.053
H 11.07892 4.62292 -3.11373 0.050
C -8.55422 -0.26314 5.18846 -0.268
S -7.61058 -0.30814 3.64499 0.801
O -7.94324 0.93654 2.87705 -0.555
C -8.53752 -1.67098 2.89865 -0.259
H -8.17038 0.55112 5.80737 0.051
H -9.61173 -0.08803 4.97520 0.058
H -8.43048 -1.20961 5.71926 0.053
H -9.59582 -1.40883 2.82661 0.059
H -8.41402 -2.57197 3.50416 0.054
H -8.14095 -1.85240 1.89684 0.048
C 2.05472 -10.69364 -4.26844 -0.274
S 2.61601 -11.77650 -5.60529 0.807
O 1.74931 -11.50510 -6.79895 -0.567
C 2.03794 -13.31723 -4.85327 -0.276
H 2.27947 -9.65977 -4.54048 0.052
H 0.97684 -10.80406 -4.12544 0.052
H 2.58319 -10.94781 -3.34705 0.053
H 0.96125 -13.26568 -4.67441 0.056
H 2.56739 -13.48609 -3.91260 0.052
H 2.25141 -14.13973 -5.54009 0.050
C -6.86951 9.73731 6.20791 -0.284
S -6.05232 10.80308 7.42081 0.807
O -5.38179 9.91227 8.42404 -0.564
C -7.57323 11.42546 8.17781 -0.283
H -6.10288 9.20948 5.63602 0.012
H -7.50563 9.00961 6.71808 0.061
H -7.46878 10.34906 5.53005 0.054
H -8.16563 10.59364 8.56645 0.054
H -8.14962 11.98265 7.43552 0.048
H -7.30349 12.09249 9.00007 0.046
```

For the HOMO-LUMO gap, the calculation gives 8.635 eV. The HOMO energy is -8.193 eV. The calculation puts the calculated total energy at -6729.956773 Ha. The value obtained for the LUMO energy is 0.4 eV.

---

Q: Which of these has the lowest HOMO-LUMO gap?
A: C30H83BFNO13S11